Entry 1:
The following is a quantum chemistry calculation of a structure of composition C32H36N6O5Sr in a non-equilibrium geometry, from the Open Molecules 2025 dataset.

Each line ends with the Löwdin charge.
Geometry (Å):
Sr -0.29943 -0.54780 0.39078  1.36
C -2.86666 -3.08690 -0.52528  -0.04
C -2.12412 -3.23698 -1.83701  -0.20
C -2.09692 -4.48585 -2.46038  -0.08
C -1.40264 -4.68359 -3.64111  -0.12
C -0.69843 -3.61755 -4.19329  -0.07
C -0.69848 -2.36143 -3.59992  -0.20
C 0.12700 -1.25104 -4.18384  -0.04
C -1.45026 -2.15351 -2.42084  -0.20
N -1.42772 -0.91063 -1.75375  -0.05
C -1.86437 0.18242 -2.38416  -0.51
O -2.52197 0.26808 -3.43290  -0.01
C -1.48668 1.50264 -1.70128  -0.17
C -2.02194 2.69019 -2.17481  -0.01
C -1.64431 3.87632 -1.56270  -0.06
C -0.74581 3.85101 -0.50668  -0.01
C -0.24816 2.62743 -0.08744  -0.17
N -0.61548 1.48697 -0.68446  -0.01
C 0.68223 2.58341 1.12804  -0.51
O 1.13129 3.67263 1.52680  -0.03
N 0.88140 1.36389 1.61679  0.00
C 1.46103 1.16332 2.87926  -0.20
C 2.56342 0.28980 2.97361  -0.21
C 3.20084 -0.25634 1.71821  -0.04
C 3.06656 -0.05893 4.22358  -0.08
C 2.50819 0.44607 5.39000  -0.13
C 1.43938 1.32754 5.29190  -0.08
C 0.90989 1.70319 4.05988  -0.20
C -0.27207 2.62980 4.00572  -0.04
H -3.92554 -3.33453 -0.64574  0.08
H -2.80478 -2.07081 -0.13628  0.03
H -2.45285 -3.76210 0.23105  0.07
H -2.62915 -5.31304 -1.99813  0.10
H -1.39134 -5.65873 -4.11857  0.08
H -0.11369 -3.76543 -5.09672  0.09
H 0.78503 -1.63631 -4.96474  0.07
H 0.75168 -0.78524 -3.41540  0.07
H -0.51448 -0.47590 -4.61195  0.07
H -2.71530 2.63958 -3.00193  0.11
H -2.05426 4.81895 -1.90631  0.10
H -0.41439 4.73962 0.00950  0.11
H 3.28123 0.51399 0.94948  0.09
H 2.62639 -1.07492 1.27664  0.05
H 4.19652 -0.64524 1.93014  0.08
H 3.91565 -0.73427 4.27726  0.10
H 2.90253 0.16241 6.35919  0.08
H 0.99182 1.73116 6.19587  0.09
H -0.62343 2.85492 5.01429  0.07
H -1.09088 2.17053 3.44483  0.06
H -0.00910 3.55854 3.49539  0.07
N -0.89035 -2.87474 3.48646  0.14
C -0.04984 -3.70855 2.76909  -0.39
C 0.37236 -4.94382 3.27715  -0.05
C 1.15455 -5.74893 2.47411  -0.10
C 1.49667 -5.32880 1.19375  -0.08
C 1.04062 -4.09217 0.77160  -0.12
N 0.28826 -3.29487 1.54806  0.09
H -0.80222 -2.88557 4.48592  0.09
H -1.04269 -1.95566 3.08333  0.04
H 0.06661 -5.25050 4.27136  0.10
H 1.49363 -6.71110 2.84305  0.09
H 2.11782 -5.92957 0.54251  0.09
H 1.31263 -3.69725 -0.20020  0.09
C -4.46407 0.00658 0.82506  -0.12
C -3.75193 -0.35685 2.12893  -0.58
C -4.54408 0.25841 3.29542  -0.13
C -2.27917 0.07599 2.07872  -0.30
H -5.45490 -0.46091 0.74543  0.07
H -3.87329 -0.28873 -0.04692  0.05
H -4.60106 1.09548 0.77007  0.07
H -3.80821 -1.44898 2.26004  0.10
H -4.53656 1.35082 3.20217  0.07
H -4.07739 0.00347 4.25094  0.06
H -5.59494 -0.07882 3.32503  0.06
H -1.87177 0.00203 3.11263  -0.01
H -2.27734 1.16546 1.85766  0.01
O 3.06127 -0.39565 -2.21114  -0.04
N 3.06711 -1.41517 -1.49778  -0.59
O 4.06982 -2.15437 -1.42643  -0.06
O 1.99026 -1.77955 -0.91603  -0.17

Its total charge is -2. The spin multiplicity is 1. The HOMO energy is -1.61 eV.

***

Entry 2:
The following is a quantum chemistry calculation of a structure of composition C32H37AsIN2O11PSSnTe in a non-equilibrium geometry, from the Open Molecules 2025 dataset.

Each line ends with the Löwdin charge.
Geometry (Å):
Sn 1.13363 -0.66964 -1.15255  1.18
C -0.28748 -4.75030 0.96576  -0.04
C -0.31192 -3.62292 1.95315  -0.48
N -1.03731 -3.77297 3.09224  0.09
C -0.72809 -3.06048 4.17156  -0.12
C 0.23637 -2.05846 4.19070  -0.15
C 0.55903 -1.35410 5.47951  -0.21
O 1.90880 -1.53291 5.89363  -0.04
C 0.86797 -1.71241 2.99175  -0.09
C 1.62333 -0.46466 2.89093  -0.06
N 2.31105 -0.12666 1.87894  0.13
C 2.95674 1.12140 1.80373  -0.42
C 3.11825 2.04627 2.93104  0.02
C 4.09024 2.97091 2.92889  -0.05
C 5.13692 2.99468 1.93035  -0.06
C 5.16748 2.12764 0.90777  -0.08
C 4.01791 1.24914 0.70185  -0.73
I 4.33370 -0.44164 -0.58711  0.98
C 0.69562 -2.56056 1.83757  -0.49
O 1.30021 -2.39408 0.74398  -0.22
H -1.17090 -5.36892 1.10130  0.07
H 0.60085 -5.35789 1.16359  0.10
H -0.22552 -4.38620 -0.05723  0.08
H -1.30418 -3.29423 5.06144  0.12
H -0.05745 -1.76352 6.27811  0.12
H 0.32341 -0.28511 5.40633  0.12
H 2.48857 -1.45093 5.12995  0.08
H 1.52941 0.20058 3.75422  0.11
H 2.43105 1.98038 3.76466  0.11
H 4.15601 3.66757 3.75560  0.11
H 5.96340 3.68261 2.06242  0.11
H 6.01522 2.04030 0.24225  0.10
O -0.19145 3.36333 -3.23447  -0.39
As 1.29837 2.87112 -2.32770  1.14
O 1.13858 1.15653 -2.22695  -0.86
O 2.75372 1.77600 0.54613  -0.04
C 0.65375 3.68972 -0.63294  -0.33
C 1.30554 4.89207 -0.37187  -0.14
C 1.05395 5.62520 0.77751  -0.08
C 0.12734 5.16758 1.70222  -0.08
C -0.53690 3.97418 1.46918  -0.06
C -0.27203 3.24842 0.31192  -0.27
S -1.12384 1.70859 0.14697  0.45
O -1.74497 1.68739 -1.16266  -0.36
O -2.06841 1.64064 1.24510  -0.34
O -0.07902 0.63378 0.32716  -0.57
H -0.08022 3.14569 -4.16721  0.01
H 2.03939 5.24644 -1.08940  0.09
H 1.58275 6.55448 0.95362  0.10
H -0.07837 5.73804 2.59922  0.10
H -1.27589 3.59351 2.16193  0.11
C -2.30007 0.73484 -4.04806  -0.09
O -2.71502 -0.40929 -3.26936  -0.33
P -1.85057 -0.86632 -1.99351  0.77
O -1.65380 -2.45349 -2.32810  -0.40
C -2.45321 -3.24121 -3.20359  -0.11
O -3.13146 -1.07486 -0.88052  -0.55
C -4.32752 -0.27209 -0.82899  -0.08
H -3.07595 0.89702 -4.79050  0.09
H -1.35104 0.53075 -4.54579  0.09
H -2.18791 1.61245 -3.41246  0.06
H -1.79602 -3.96764 -3.67670  0.09
H -2.92521 -2.62601 -3.96819  0.08
H -3.22735 -3.76620 -2.64220  0.07
H -4.25738 0.43578 -0.00565  0.08
H -5.16325 -0.95258 -0.67546  0.09
H -4.45635 0.27321 -1.76164  0.08
C -6.96715 -4.41120 3.93613  -0.05
C -5.82764 -3.76457 3.19405  -0.26
C -5.26860 -2.57179 3.63572  -0.01
C -4.17412 -1.99038 3.00652  -0.30
C -3.61368 -0.71119 3.58406  -0.07
C -3.63051 -2.62993 1.87682  -0.36
Te -1.80560 -1.84540 1.10407  1.75
C -4.22048 -3.79841 1.37773  -0.28
C -3.75474 -4.47713 0.11094  -0.07
C -5.30457 -4.34978 2.05027  -0.02
H -7.22771 -3.83950 4.82623  0.07
H -6.69369 -5.42197 4.24372  0.08
H -7.85384 -4.48642 3.30372  0.08
H -5.69041 -2.08236 4.50829  0.11
H -4.31342 -0.28317 4.30271  0.08
H -3.41217 0.02990 2.81368  0.04
H -2.67270 -0.90497 4.10502  0.07
H -2.89532 -3.96356 -0.31231  0.01
H -4.56408 -4.47717 -0.62330  0.09
H -3.48702 -5.51802 0.30118  0.09
H -5.74119 -5.26886 1.66971  0.13

The spin multiplicity is 1. The HOMO energy is -7.74 eV.

***

Orbital gap for every record listed, in sequence, given in eV: 5.94; 6.65.